Record 1
Below is a structure of composition C11H17Cl2F6I2N2O4S2Si, with properties calculated with ωB97M-V with the def2-TZVPD basis set.

Positions of all 47 atoms, in Å:
1 C 1.758 4.287 0.985
2 C 1.223 2.813 1.315
3 C 0.598 2.693 2.794
4 Si -1.068 1.778 2.882
5 N -1.460 1.622 4.641
6 C -2.493 2.890 2.158
7 Cl -1.961 4.508 1.482
8 C -3.839 2.542 2.144
9 C -4.999 3.494 1.587
10 Cl -4.414 0.945 2.801
11 C -1.093 0.033 2.078
12 I -1.684 -1.366 3.690
13 C 0.333 -0.473 1.523
14 C 0.513 -0.312 -0.048
15 I 0.409 -2.660 1.867
16 H 2.566 4.154 0.192
17 H 0.912 4.860 0.498
18 H 2.149 4.833 1.901
19 H 2.022 2.022 1.229
20 H 0.355 2.637 0.596
21 H 0.388 3.771 3.121
22 H 1.376 2.316 3.539
23 H -1.206 2.533 5.052
24 H -2.487 1.586 4.722
25 H -4.745 4.585 1.717
26 H -5.924 3.217 2.193
27 H -5.169 3.182 0.517
28 H -1.904 0.010 1.293
29 H 1.224 -0.071 2.092
30 H -0.116 -1.039 -0.650
31 H 1.591 -0.551 -0.332
32 H 0.294 0.732 -0.418
33 C 1.018 -5.113 -6.195
34 F 0.614 -4.909 -7.460
35 F 0.051 -5.834 -5.594
36 F 2.097 -5.918 -6.260
37 S 1.369 -3.554 -5.311
38 O 0.107 -2.839 -5.323
39 O 2.430 -2.935 -6.081
40 N 1.793 -4.206 -3.928
41 S 2.199 -3.141 -2.824
42 O 1.122 -2.329 -2.291
43 O 3.447 -2.437 -3.040
44 C 2.573 -4.333 -1.491
45 F 3.556 -5.189 -1.834
46 F 1.510 -5.099 -1.175
47 F 2.966 -3.736 -0.353

Computed properties:
gap between HOMO and LUMO = 7.1 eV
charge = -1
E = -109952.660 eV

These are the Mulliken partial charges, in e, on atoms 1 to 2: atom 1 (C): -1.1713, atom 2 (C): 0.1714

***

Record 2
Below is a cluster of 2 separate species, C10H12Cl2N3 in total, with properties calculated with ωB97M-V with the def2-TZVPD basis set.

Positions of all 27 atoms, in Å:
1 C -2.803 1.920 1.019
2 C -1.670 2.218 0.252
3 C -3.211 0.623 0.982
4 C -1.437 -0.118 -0.539
5 C -1.055 1.266 -0.533
6 C -2.617 -0.348 0.234
7 C 1.493 -0.234 -0.416
8 C 3.648 0.039 0.302
9 C 2.732 -0.087 1.480
10 C -0.892 -2.186 -1.797
11 N 2.723 -0.348 -0.810
12 N 1.369 0.043 0.790
13 N -0.806 -0.847 -1.446
14 Cl 0.178 1.707 -1.631
15 Cl -3.152 -1.976 0.471
16 H -3.481 2.697 1.447
17 H -1.560 3.274 0.026
18 H -4.146 0.289 1.486
19 H 3.737 1.080 0.133
20 H 4.591 -0.454 0.370
21 H 2.631 -1.066 1.960
22 H 2.914 0.565 2.379
23 H -0.900 -2.978 -0.950
24 H -0.175 -2.354 -2.613
25 H -1.793 -2.413 -2.391
26 H 3.108 -0.762 -1.578
27 H 0.573 0.451 1.373

Computed properties:
gap between HOMO and LUMO (alpha / beta) = 7.3 / 6.3 eV
ΔE to the lowest compared entry with this formula, charge and spin = 144.12 kcal per mole
charge = +1
E = -40068.561 eV

These are the Mulliken partial charges, in e, on atoms 1 to 2: atom 1 (C): -0.5015, atom 2 (C): -0.3683

***

no.,largest force on an atom (hartree/bohr)
1,0.049
2,0.124